# C51H121N3O11

11 unconnected molecules or ions with the total composition C51H121N3O11 in a non-equilibrium geometry (ωB97M-V/def2-TZVPD, OMol25).

Bonds (Å) are listed after each position.
Atoms and positions in Å:
1 C 2.2647 3.1464 0.3381  C2 1.529, H12 1.116, H13 1.107, H14 1.081
2 C 2.4004 4.0537 -0.8854  C1 1.529, C3 1.496, C4 1.517, N10 1.504
3 C 1.6617 3.5605 -2.0885  C2 1.496, H15 1.086, H16 1.065, H17 1.088
4 C 1.9312 5.4605 -0.5653  C2 1.517, C5 1.520, H18 1.093, H19 1.116
5 C 2.8314 6.2371 0.3817  C4 1.520, C6 1.496, H20 1.118, H21 1.091
6 C 4.1640 6.3808 -0.2829  C5 1.496, C7 1.534, H22 1.079, H23 1.096
7 C 4.8348 5.0152 -0.4757  C6 1.534, C8 1.522, C9 1.518, N10 1.487
8 C 6.0092 5.2753 -1.4083  C7 1.522, H24 1.097, H25 1.106, H26 1.075
9 C 5.2536 4.3766 0.8367  C7 1.518, H27 1.090, H28 1.069, H29 1.066
10 N 3.8420 4.2449 -1.2700  C2 1.504, C7 1.487, O11 1.477
11 O 4.4762 2.9416 -1.5538  N10 1.477, H30 0.972
12 H 1.1965 2.9202 0.5707  C1 1.116
13 H 2.8565 2.2269 0.1661  C1 1.107
14 H 2.6647 3.6207 1.2235  C1 1.081
15 H 1.9019 2.5460 -2.3936  C3 1.086
16 H 0.6506 3.5932 -1.7568  C3 1.065
17 H 1.8344 4.2346 -2.9254  C3 1.088
18 H 1.8468 5.9920 -1.5164  C4 1.093
19 H 0.9303 5.3872 -0.0768  C4 1.116
20 H 2.4052 7.2374 0.6434  C5 1.118
21 H 2.8581 5.6940 1.3280  C5 1.091
22 H 4.8554 7.0368 0.2238  C6 1.079
23 H 4.0757 6.7946 -1.2942  C6 1.096
24 H 6.6170 5.9442 -0.7859  C8 1.097
25 H 5.8517 5.7971 -2.3701  C8 1.106
26 H 6.5726 4.3721 -1.5578  C8 1.075
27 H 5.2040 3.2912 0.7455  C9 1.090
28 H 4.6206 4.7181 1.6271  C9 1.069
29 H 6.2333 4.6196 1.1782  C9 1.066
30 H 4.6600 2.9388 -2.5088  O11 0.972
31 C -5.9283 -6.6605 -0.0911  C32 1.513, H42 1.095, H43 1.101, H44 1.052
32 C -5.0981 -5.3962 -0.0905  C31 1.513, C33 1.542, C34 1.523, N40 1.471
33 C -3.8842 -5.7211 0.8031  C32 1.542, H45 1.089, H46 1.130, H47 1.115
34 C -4.6219 -5.1514 -1.5160  C32 1.523, C35 1.539, H48 1.102, H49 1.094
35 C -4.0249 -3.7401 -1.6617  C34 1.539, C36 1.548, H50 1.094, H51 1.085
36 C -4.9958 -2.6803 -1.0875  C35 1.548, C37 1.544, H52 1.091, H53 1.115
37 C -5.3975 -2.9524 0.3786  C36 1.544, C38 1.533, C39 1.535, N40 1.431
38 C -4.2700 -2.6906 1.3845  C37 1.533, H54 1.102, H55 1.081, H56 1.122
39 C -6.5948 -2.0775 0.7755  C37 1.535, H57 1.059, H58 1.095, H59 1.083
40 N -5.9430 -4.2749 0.3499  C32 1.471, C37 1.431, O41 1.485
41 O -6.3709 -4.5894 1.7368  N40 1.485, H60 0.979
42 H -6.7025 -6.5155 -0.8520  C31 1.095
43 H -5.2387 -7.4475 -0.4324  C31 1.101
44 H -6.2822 -6.9411 0.8592  C31 1.052
45 H -3.5606 -6.7377 0.5859  C33 1.089
46 H -3.0281 -4.9968 0.6632  C33 1.130
47 H -4.2023 -5.6589 1.8699  C33 1.115
48 H -3.8862 -5.9366 -1.7519  C34 1.102
49 H -5.5258 -5.2728 -2.1210  C34 1.094
50 H -3.0585 -3.7060 -1.1508  C35 1.094
51 H -3.8201 -3.3967 -2.6702  C35 1.085
52 H -5.8855 -2.5982 -1.7137  C36 1.091
53 H -4.3891 -1.7470 -1.1464  C36 1.115
54 H -4.3750 -3.3336 2.2734  C38 1.102
55 H -4.2932 -1.6394 1.6347  C38 1.081
56 H -3.3257 -2.8957 0.8134  C38 1.122
57 H -6.6486 -2.2116 1.8244  C39 1.059
58 H -7.4707 -2.5203 0.2900  C39 1.095
59 H -6.5113 -1.0549 0.4278  C39 1.083
60 H -7.2920 -4.8915 1.6013  O41 0.979
61 C 1.9643 -6.3954 4.3878  C62 1.485, H72 1.097, H73 1.102, H74 1.079
62 C 0.8187 -5.7061 3.7405  C61 1.485, C63 1.576, C64 1.527, N70 1.537
63 C 0.4720 -6.5202 2.4358  C62 1.576, H75 1.096, H76 1.076, H77 1.106
64 C -0.2978 -5.6639 4.7817  C62 1.527, C65 1.525, H78 1.079, H79 1.080
65 C -1.4882 -4.7768 4.4329  C64 1.525, C66 1.488, H80 1.099, H81 1.081
66 C -1.0611 -3.3701 4.2023  C65 1.488, C67 1.529, H82 1.086, H83 1.100
67 C 0.0878 -3.2576 3.2001  C66 1.529, C68 1.526, C69 1.543, N70 1.472
68 C -0.3265 -3.4694 1.7468  C67 1.526, H84 1.075, H85 1.058, H86 1.111
69 C 0.6270 -1.8195 3.3476  C67 1.543, H87 1.115, H88 1.093, H89 1.131
70 N 1.1270 -4.2043 3.6353  C62 1.537, C67 1.472, O71 1.459
71 O 2.2277 -4.0699 2.6868  N70 1.459, H90 0.947
72 H 2.2722 -5.7911 5.2499  C61 1.097
73 H 1.6147 -7.3757 4.7514  C61 1.102
74 H 2.8039 -6.4490 3.7117  C61 1.079
75 H 1.1465 -6.1668 1.6481  C63 1.096
76 H 0.5593 -7.5698 2.6579  C63 1.076
77 H -0.6006 -6.3373 2.2373  C63 1.106
78 H -0.7557 -6.6163 5.0012  C64 1.079
79 H 0.1561 -5.2805 5.6832  C64 1.080
80 H -1.9399 -5.1848 3.5174  C65 1.099
81 H -2.2288 -4.8459 5.2180  C65 1.081
82 H -0.6910 -3.0738 5.1796  C66 1.086
83 H -1.9240 -2.7351 3.9520  C66 1.100
84 H -1.2086 -2.9475 1.4216  C68 1.075
85 H -0.4745 -4.5104 1.6326  C68 1.058
86 H 0.5535 -3.1075 1.1734  C68 1.111
87 H 1.3416 -1.5529 2.5340  C69 1.115
88 H 0.9319 -1.6096 4.3760  C69 1.093
89 H -0.2171 -1.1006 3.1265  C69 1.131
90 H 2.8592 -3.5212 3.1301  O71 0.947
91 C 3.3687 -1.0397 -5.3261  C92 1.555, H95 1.077, H96 1.103, H97 1.072
92 C 3.2200 0.2888 -4.5313  C91 1.555, C93 1.513, O94 1.454, H98 1.091
93 C 3.2889 1.5102 -5.4222  C92 1.513, H99 1.062, H100 1.084, H101 1.096
94 O 1.9041 0.2526 -3.9143  C92 1.454, H102 0.987
95 H 3.1584 -1.8958 -4.7081  C91 1.077
96 H 4.3554 -1.0667 -5.8181  C91 1.103
97 H 2.6421 -1.1455 -6.1069  C91 1.072
98 H 3.9903 0.4349 -3.7719  C92 1.091
99 H 3.0440 2.3287 -4.7915  C93 1.062
100 H 2.5987 1.3776 -6.2482  C93 1.084
101 H 4.3099 1.7955 -5.7003  C93 1.096
102 H 1.9720 -0.5833 -3.3940  O94 0.987
103 C 0.2324 6.9194 3.8923  C104 1.519, H107 1.103, H108 1.135, H109 1.040
104 C -0.8143 6.0360 3.2350  C103 1.519, C105 1.575, O106 1.423, H110 1.137
105 C -1.9495 6.7987 2.4541  C104 1.575, H111 1.093, H112 1.108, H113 1.087
106 O -0.2132 5.1481 2.2989  C104 1.423, H114 0.991
107 H 0.6836 7.6188 3.1679  C103 1.103
108 H 1.0389 6.2459 4.3215  C103 1.135
109 H -0.1630 7.5265 4.6390  C103 1.040
110 H -1.2230 5.2933 3.9935  C104 1.137
111 H -2.4799 6.0674 1.8396  C105 1.093
112 H -1.4846 7.5454 1.7799  C105 1.108
113 H -2.5564 7.3361 3.1787  C105 1.087
114 H 0.1467 4.3679 2.7920  O106 0.991
115 C -0.6614 -5.3631 -1.8148  C116 1.536, H119 1.071, H120 1.087, H121 1.101
116 C 0.3497 -4.3610 -2.3914  C115 1.536, C117 1.532, O118 1.401, H122 1.069
117 C -0.3177 -3.1711 -3.0878  C116 1.532, H123 1.047, H124 1.109, H125 1.074
118 O 1.1491 -3.8462 -1.3626  C116 1.401, H126 0.964
119 H -0.7814 -5.1951 -0.7640  C115 1.071
120 H -0.1752 -6.3352 -1.8375  C115 1.087
121 H -1.6456 -5.4423 -2.3023  C115 1.101
122 H 1.0127 -4.8421 -3.0775  C116 1.069
123 H 0.3273 -2.5643 -3.6466  C117 1.047
124 H -0.7172 -2.5602 -2.2535  C117 1.109
125 H -1.0813 -3.4089 -3.8041  C117 1.074
126 H 0.7562 -4.0376 -0.5034  O118 0.964
127 C 3.4255 -1.8158 0.0922  C128 1.538, H131 1.087, H132 1.088, H133 1.113
128 C 3.7815 -1.5014 -1.3707  C127 1.538, C129 1.531, O130 1.431, H134 1.096
129 C 5.1302 -2.0814 -1.8045  C128 1.531, H135 1.110, H136 1.128, H137 1.097
130 O 2.7243 -1.7812 -2.2937  C128 1.431, H138 0.977
131 H 3.1179 -2.8581 0.1276  C127 1.087
132 H 2.4834 -1.3518 0.3768  C127 1.088
133 H 4.1849 -1.5415 0.8579  C127 1.113
134 H 3.8022 -0.4081 -1.4398  C128 1.096
135 H 5.1039 -3.1896 -1.8690  C129 1.110
136 H 5.9804 -1.8744 -1.0933  C129 1.128
137 H 5.3512 -1.7554 -2.8279  C129 1.097
138 H 2.1968 -2.5608 -2.0318  O130 0.977
139 C 2.5998 1.7653 3.6576  C140 1.527, H143 1.100, H144 1.074, H145 1.110
140 C 1.1731 1.9577 4.1665  C139 1.527, C141 1.526, O142 1.407, H146 1.088
141 C 1.2572 2.7645 5.4585  C140 1.526, H147 1.122, H148 1.074, H149 1.086
142 O 0.3168 2.5893 3.2462  C140 1.407, H150 0.991
143 H 3.2080 1.2530 4.4179  C139 1.100
144 H 2.9599 2.7648 3.5012  C139 1.074
145 H 2.6091 1.1989 2.7034  C139 1.110
146 H 0.7284 1.0124 4.4717  C140 1.088
147 H 2.0003 2.2730 6.1398  C141 1.122
148 H 0.2938 2.8171 5.9301  C141 1.074
149 H 1.6273 3.7735 5.3021  C141 1.086
150 H 0.2485 2.0632 2.4092  O142 0.991
151 C -1.6742 5.8651 -1.5650  C152 1.510, H155 1.080, H156 1.106, H157 1.095
152 C -2.4913 4.8864 -0.7552  C151 1.510, C153 1.539, O154 1.440, H158 1.140
153 C -3.2686 3.9501 -1.6974  C152 1.539, H159 1.109, H160 1.089, H161 1.114
154 O -1.6212 4.0558 0.0360  C152 1.440, H162 0.972
155 H -0.9958 5.3120 -2.1971  C151 1.080
156 H -1.1206 6.4976 -0.8456  C151 1.106
157 H -2.3221 6.5782 -2.0855  C151 1.095
158 H -3.1290 5.5181 -0.0517  C152 1.140
159 H -2.5966 3.4755 -2.4409  C153 1.109
160 H -4.0702 4.4907 -2.1992  C153 1.089
161 H -3.5987 3.1450 -1.0015  C153 1.114
162 H -1.0843 4.5814 0.6519  O154 0.972
163 C -0.3905 3.0222 -5.5077  C164 1.520, H167 1.101, H168 1.062, H169 1.059
164 C -1.3334 2.0251 -4.8548  C163 1.520, C165 1.489, O166 1.460, H170 1.099
165 C -2.7285 2.0864 -5.3709  C164 1.489, H171 1.078, H172 1.106, H173 1.101
166 O -0.8400 0.6654 -5.0516  C164 1.460, H174 0.970
167 H 0.5764 3.0282 -4.9813  C163 1.101
168 H -0.7184 3.9942 -5.2334  C163 1.062
169 H -0.3643 2.9033 -6.5595  C163 1.059
170 H -1.2294 2.2941 -3.7943  C164 1.099
171 H -3.1167 3.0745 -5.1858  C165 1.078
172 H -3.3236 1.2715 -4.9171  C165 1.106
173 H -2.8362 1.9087 -6.4522  C165 1.101
174 H 0.0336 0.5340 -4.6517  O166 0.970
175 C -1.9845 -0.3406 0.4202  C176 1.490, H179 1.127, H180 1.097, H181 1.091
176 C -0.6636 0.2507 0.0664  C175 1.490, C177 1.552, O178 1.477, H182 1.103
177 C -0.4746 0.5874 -1.4366  C176 1.552, H183 1.082, H184 1.139, H185 1.085
178 O -0.4013 1.4437 0.8975  C176 1.477, H186 0.980
179 H -1.8803 -0.4595 1.5365  C175 1.127
180 H -2.1476 -1.3345 -0.0148  C175 1.097
181 H -2.7795 0.3126 0.0577  C175 1.091
182 H 0.1354 -0.4008 0.4573  C176 1.103
183 H -1.3912 0.9191 -1.9061  C177 1.082
184 H -0.1575 -0.3278 -2.0367  C177 1.139
185 H 0.2880 1.3494 -1.5629  C177 1.085
186 H -1.1181 2.0971 0.7591  O178 0.980

multiplicity: 1
HOMO-LUMO gap: 8.78 eV
largest force on an atom: 2.5 eV/A
SMILES: CC1(C)CCCC(C)(C)N1O.CC1(C)CCCC(C)(C)N1O.CC1(C)CCCC(C)(C)N1O.CC(C)O.CC(C)O.CC(C)O.CC(C)O.CC(C)O.CC(C)O.CC(C)O.CC(C)O
energy relative to the best compared isomer or geometry (same formula, charge and spin): 1.755 eV

Here are the Mulliken charges for atoms 1 to 99, given in e:
1. C -0.3313
2. C 3.3625
3. C -1.1388
4. C -0.7399
5. C -0.2270
6. C -1.7626
7. C 1.8331
8. C -2.0322
9. C -1.6644
10. N 0.0830
11. O -0.4616
12. H -0.5988
13. H 0.2020
14. H 0.0505
15. H -0.4816
16. H -0.3664
17. H 0.8694
18. H 0.8210
19. H -1.0782
20. H 0.4126
21. H -0.0731
22. H 0.5398
23. H 0.3896
24. H 0.4729
25. H 0.3283
26. H 0.4625
27. H 0.2110
28. H 0.3370
29. H 0.4623
30. H 0.3245
31. C -2.0058
32. C 1.6410
33. C -1.3707
34. C -1.4885
35. C 0.7187
36. C -1.6376
37. C 1.6988
38. C -0.4774
39. C -1.9776
40. N 0.0027
41. O -0.4854
42. H 0.4730
43. H 0.3536
44. H 0.5440
45. H 0.6537
46. H -0.1790
47. H 0.3440
48. H 0.2852
49. H 0.4976
50. H -0.7252
51. H 0.5813
52. H 0.5232
53. H 0.1766
54. H 0.3081
55. H 0.7261
56. H -0.8574
57. H 0.4552
58. H 0.4476
59. H 0.4158
60. H 0.3661
61. C -2.0372
62. C 1.7261
63. C -1.2847
64. C -1.5123
65. C 0.0059
66. C -1.3679
67. C 2.4825
68. C 0.6601
69. C -2.0690
70. N 0.0243
71. O -0.4289
72. H 0.4389
73. H 0.4023
74. H 0.4125
75. H 0.2117
76. H 0.5886
77. H -0.0166
78. H 0.4974
79. H 0.3579
80. H -0.3657
81. H 0.5857
82. H 0.3844
83. H 0.3038
84. H -0.2651
85. H -0.1845
86. H -0.5840
87. H 0.1017
88. H 0.7210
89. H 0.1246
90. H 0.3372
91. C -1.6345
92. C 1.1002
93. C -1.4872
94. O 0.8490
95. H 0.2826
96. H 0.3643
97. H 0.3919
98. H 0.0152
99. H 0.1784